This record from the Open Molecules 2025 dataset describes C7H10CrF5NOTe as an isolated structure at a distorted geometry. The level of theory is ωB97M-V/def2-TZVPD.

## Properties
Kohn-Sham gap (spin up / spin down)   0.2004 / 0.2226 Eh
Net charge   -1
LUMO level (spin up / spin down)   1.96 / 1.95 eV
Electronic energy   -60262.117 eV
Multiplicity   4
Max |F|   0.05936 Eh/bohr

Geometry (Å):
C 0.020 -1.048 -2.228
C -1.380 -0.942 -1.925
C -1.647 -1.739 -0.755
C -0.407 -2.333 -0.336
C 0.628 -1.912 -1.244
Cr -0.184 0.041 -0.039
N 1.177 1.362 -0.209
C 0.509 2.589 0.062
C -0.911 1.967 0.251
H -2.629 -1.947 -0.329
H -2.134 -0.461 -2.547
H -0.282 -3.045 0.472
H 1.662 -2.251 -1.232
H 0.524 -0.631 -3.099
H -1.560 2.207 -0.597
H 0.532 3.305 -0.782
H 2.181 1.336 -0.013
H -1.360 2.151 1.229
H 0.888 3.144 0.938
F 1.437 -2.304 3.040
Te 1.128 -0.440 3.145
F 2.452 -0.305 4.505
F 0.876 1.440 3.282
F -0.186 -0.735 4.467
F 2.531 -0.153 1.868
O -0.169 -0.529 1.817